{"formula": "H14O7", "method": "ωB97M-V/def2-TZVPD", "elements": ["O", "H", "H", "O", "H", "H", "O", "H", "H", "O", "H", "H", "O", "H", "H", "O", "H", "H", "O", "H", "H"], "positions_angstrom": [[8.97708, 3.40788, 11.51851], [8.48007, 2.76066, 11.00850], [9.90396, 3.23144, 11.30201], [12.27682, 0.51944, 7.60272], [11.79825, 0.87287, 6.82142], [13.20473, 0.54846, 7.35084], [13.16538, 4.95971, 11.71531], [14.06432, 4.68122, 11.93001], [13.24387, 5.89432, 11.49367], [11.09152, 1.95654, 5.54744], [10.87272, 1.83046, 4.61664], [10.48646, 2.64320, 5.85143], [11.20325, 3.09120, 9.78311], [11.15093, 2.94586, 8.83178], [11.85361, 3.79906, 9.88994], [11.88452, 2.71133, 13.13506], [12.26773, 3.33679, 12.50095], [12.48791, 1.95983, 13.13780], [10.54802, 0.40581, 11.12965], [9.84767, 0.77890, 11.67686], [10.97377, 1.17531, 10.72472]], "forces_ev_per_a": [[-0.11, -0.08, 0.18], [0.06, 0.08, -0.04], [-0.27, 0.05, -0.06], [-0.28, 0.27, -0.40], [0.41, -0.29, 0.51], [-0.04, -0.02, 0.03], [0.24, -0.02, -0.24], [-0.09, 0.05, -0.01], [-0.11, -0.05, 0.08], [-0.24, 0.29, -0.28], [0.05, -0.08, 0.11], [0.04, -0.08, -0.02], [0.36, 0.24, -0.19], [0.05, -0.23, 0.10], [-0.03, -0.12, 0.15], [0.25, 0.08, -0.20], [-0.18, -0.05, 0.28], [-0.18, -0.03, -0.05], [-0.08, 0.05, -0.09], [0.18, 0.03, 0.08], [-0.04, -0.10, 0.05]], "relative_energy_kcal_mol": 38.74, "max_force_ha_per_bohr": 0.0138, "smiles": "O.O.O.O.O.O.O", "spin_multiplicity": 1, "orbital_gap_ev": 10.4193}